Record 1
{
  "formula": "C35H43BN2O29",
  "method": "the ωB97M-V functional and the def2-TZVPD basis",
  "symbols": ["O", "B", "O", "C", "C", "C", "C", "C", "N", "C", "C", "N", "C", "H", "H", "H", "H", "H", "H", "H", "O", "C", "O", "C", "C", "O", "H", "H", "H", "H", "O", "C", "O", "C", "C", "O", "H", "H", "H", "H", "O", "C", "O", "C", "C", "O", "H", "H", "H", "H", "O", "C", "O", "C", "C", "O", "H", "H", "H", "H", "O", "C", "O", "C", "C", "O", "H", "H", "H", "H", "O", "C", "O", "C", "C", "O", "H", "H", "H", "H", "O", "C", "O", "C", "C", "O", "H", "H", "H", "H", "O", "C", "O", "C", "C", "O", "H", "H", "H", "H", "O", "C", "O", "C", "C", "O", "H", "H", "H", "H"],
  "positions_angstrom": [[3.078014, -2.838285, 2.128111], [2.374167, -2.561398, 0.960666], [2.932698, -2.753023, -0.276687], [0.927926, -1.977193, 0.977158], [0.630016, -0.628308, 1.067418], [-0.701469, -0.174590, 1.020372], [-1.739924, -1.075687, 0.915246], [-1.478652, -2.462761, 0.859020], [-2.505679, -3.354872, 0.763617], [-2.173689, -4.616154, 0.735104], [-0.827194, -5.063741, 0.764227], [0.182129, -4.237666, 0.822610], [-0.130678, -2.910768, 0.889596], [2.799052, -3.685426, 2.493592], [3.272703, -3.645105, -0.399083], [1.428265, 0.094147, 1.154163], [-0.915244, 0.879182, 1.064678], [-2.768504, -0.751580, 0.895496], [-2.968025, -5.347663, 0.672613], [-0.619255, -6.124036, 0.722085], [7.807688, -4.774149, 5.705691], [7.377868, -4.195376, 4.764604], [6.217716, -3.498176, 4.747886], [6.146749, -2.756513, 3.523058], [7.063975, -3.556993, 2.617414], [7.978114, -4.140620, 3.550969], [5.122912, -2.705104, 3.166170], [6.521024, -1.746843, 3.701561], [6.537457, -4.357624, 2.094708], [7.599439, -2.949808, 1.893420], [-2.107545, 1.715547, 3.640950], [-1.558361, 0.988716, 4.405229], [-0.761658, -0.040680, 4.043094], [-0.099137, -0.537957, 5.212855], [-1.041598, -0.096740, 6.317642], [-1.641818, 1.076996, 5.749570], [0.022972, -1.615354, 5.151493], [0.884343, -0.070962, 5.285643], [-1.821982, -0.827688, 6.523112], [-0.533275, 0.144869, 7.245992], [-2.562082, -2.412003, 9.011292], [-3.412121, -1.602577, 9.188734], [-3.459749, -0.400605, 8.568581], [-4.728331, 0.205281, 8.842285], [-5.129316, -0.481830, 10.136609], [-4.460721, -1.744526, 10.026734], [-4.621765, 1.281855, 8.934412], [-5.408882, -0.018594, 8.020010], [-4.753441, 0.037615, 11.018929], [-6.200407, -0.628822, 10.237149], [-0.350401, 1.413848, -1.474048], [-1.348615, 1.498494, -2.116972], [-1.651717, 2.553145, -2.897183], [-2.789842, 2.205529, -3.711158], [-3.435287, 1.113071, -2.877664], [-2.313267, 0.562004, -2.172467], [-3.438059, 3.065271, -3.857748], [-2.435265, 1.862719, -4.679814], [-4.142884, 1.506166, -2.145202], [-3.922260, 0.346467, -3.474110], [0.341103, 8.428355, -1.207533], [0.288860, 7.245463, -1.338161], [0.926206, 6.550642, -2.298673], [0.815158, 5.149471, -1.997109], [-0.428614, 5.114647, -1.133379], [-0.420928, 6.422579, -0.537297], [0.724699, 4.564473, -2.906650], [1.709112, 4.836456, -1.456622], [-1.339555, 4.998879, -1.719243], [-0.398039, 4.346040, -0.367220], [-1.460655, -0.336025, -4.634214], [-0.546462, -0.986642, -4.233902], [0.132765, -1.892313, -4.983000], [1.278533, -2.318432, -4.232077], [0.857010, -2.034922, -2.804237], [-0.058000, -0.942199, -2.984721], [1.489049, -3.369159, -4.416351], [2.142905, -1.724440, -4.534318], [0.320034, -2.869291, -2.349381], [1.679730, -1.754502, -2.155906], [3.936918, -6.297393, -5.967358], [3.231766, -5.715495, -6.721109], [2.025429, -5.184630, -6.389806], [1.584990, -4.366077, -7.480144], [2.338970, -4.957882, -8.656278], [3.510168, -5.482888, -8.022536], [0.505479, -4.421112, -7.586485], [1.869127, -3.331185, -7.282473], [1.797168, -5.777302, -9.130621], [2.609964, -4.226195, -9.411371], [0.589618, 12.535198, 3.704049], [0.514915, 11.485331, 3.154367], [0.774238, 11.276156, 1.846317], [0.801011, 9.861362, 1.602996], [-0.045123, 9.333193, 2.745926], [0.154036, 10.327228, 3.758392], [0.396815, 9.622450, 0.626376], [1.835168, 9.516249, 1.658285], [-1.105845, 9.294933, 2.493594], [0.269983, 8.358043, 3.106081], [-2.942068, 1.124058, -6.502432], [-2.796518, -0.046916, -6.637758], [-2.019655, -0.621779, -7.571653], [-1.898125, -2.013413, -7.268111], [-3.149470, -2.269651, -6.444097], [-3.385161, -0.984009, -5.858125], [-1.853442, -2.597015, -8.183069], [-0.980330, -2.165390, -6.697631], [-4.008950, -2.536283, -7.060607], [-3.017654, -3.019401, -5.669513]],
  "forces_ev_per_a": [[0.02, -0.53, -0.43], [-0.06, 0.08, 0.02], [-0.22, -0.30, -0.27], [-0.11, 0.94, 0.34], [-0.05, -0.72, -0.17], [-0.61, -0.66, -0.08], [0.49, 0.28, 0.11], [0.28, -0.01, -0.07], [0.10, -0.01, 0.10], [0.12, 0.08, -0.04], [-0.06, 0.15, -0.05], [-0.07, 0.02, 0.13], [-0.26, 0.21, -0.15], [-0.08, 0.11, 0.36], [0.57, 0.14, 0.09], [0.07, 0.10, -0.01], [0.00, 0.11, 0.07], [-0.10, 0.05, -0.04], [-0.12, -0.05, -0.01], [0.07, -0.11, 0.00], [0.02, -0.04, 0.06], [-0.01, 0.02, -0.02], [-0.06, 0.05, -0.04], [0.01, 0.06, -0.11], [-0.09, 0.05, -0.02], [0.01, 0.01, -0.09], [-0.02, -0.07, 0.10], [0.05, -0.02, 0.02], [-0.03, -0.01, 0.02], [0.14, -0.01, 0.07], [-0.03, 0.04, -0.05], [-0.01, 0.01, -0.01], [0.11, -0.07, 0.08], [-0.02, 0.01, 0.11], [0.10, -0.17, 0.04], [0.01, -0.04, 0.08], [-0.11, -0.02, -0.14], [-0.01, 0.05, 0.00], [-0.01, -0.02, -0.02], [-0.06, 0.18, 0.00], [0.05, -0.05, -0.03], [0.01, 0.00, -0.01], [-0.04, 0.14, -0.06], [-0.11, 0.01, 0.07], [-0.03, 0.12, -0.04], [-0.07, 0.02, 0.05], [0.17, 0.00, -0.01], [-0.01, -0.04, 0.01], [0.04, 0.01, -0.01], [0.01, -0.16, -0.03], [0.26, 0.22, 0.26], [-0.21, -0.14, -0.19], [-0.05, 0.21, -0.02], [-0.13, -0.02, -0.13], [-0.05, 0.02, -0.20], [-0.12, 0.25, 0.34], [0.11, 0.16, 0.18], [-0.08, 0.00, 0.28], [0.02, 0.03, 0.02], [0.19, -0.10, -0.02], [0.02, -0.01, -0.06], [-0.06, 0.02, 0.02], [0.07, -0.09, -0.06], [-0.05, -0.10, 0.05], [-0.03, -0.22, 0.00], [0.03, -0.07, -0.02], [-0.04, 0.14, -0.10], [0.00, 0.03, 0.04], [0.01, 0.03, -0.04], [0.01, 0.09, 0.11], [1.13, 0.03, 0.28], [0.17, -0.02, 0.56], [0.18, -0.01, 0.10], [0.31, -0.21, 0.18], [0.03, -0.03, -0.05], [0.02, -0.21, -0.23], [-0.16, -0.02, -0.13], [-0.06, 0.07, -0.01], [-0.04, 0.01, -0.02], [-0.08, 0.19, 0.06], [0.01, 0.00, 0.04], [0.08, -0.07, 0.07], [-0.10, 0.14, -0.12], [-0.06, 0.10, -0.08], [-0.09, 0.01, 0.01], [-0.05, 0.04, -0.10], [-0.04, -0.14, 0.12], [0.04, 0.02, -0.01], [-0.01, -0.03, 0.04], [0.17, 0.01, 0.05], [0.01, 0.06, 0.03], [0.00, -0.02, -0.01], [0.02, -0.06, -0.05], [-0.08, -0.11, 0.05], [0.02, -0.04, -0.10], [-0.03, -0.09, 0.02], [-0.01, 0.21, -0.04], [0.01, 0.03, 0.04], [-0.01, 0.04, -0.02], [0.06, 0.06, 0.13], [-0.25, 0.12, -0.37], [-0.11, -0.22, 0.32], [0.11, -0.06, -0.22], [0.10, -0.24, 0.05], [0.04, 0.14, -0.04], [-0.92, -0.25, -0.81], [-0.13, 0.13, -0.17], [-0.26, 0.01, -0.14], [0.00, -0.03, -0.03], [0.04, 0.09, 0.16]],
  "lowdin_charge": [0.142, -0.617, 0.166, -0.045, -0.007, -0.066, 0.007, -0.202, 0.132, -0.121, -0.113, 0.132, -0.184, 0.113, 0.116, 0.123, 0.105, 0.118, 0.101, 0.103, 0.168, -0.576, 0.059, -0.110, -0.115, 0.057, 0.101, 0.134, 0.130, 0.131, 0.157, -0.575, 0.042, -0.100, -0.109, 0.065, 0.134, 0.133, 0.120, 0.136, 0.165, -0.577, 0.041, -0.106, -0.109, 0.065, 0.134, 0.134, 0.133, 0.132, 0.138, -0.591, 0.049, -0.096, -0.089, 0.043, 0.136, 0.088, 0.132, 0.127, 0.146, -0.571, 0.068, -0.100, -0.110, 0.061, 0.131, 0.134, 0.125, 0.131, 0.174, -0.491, 0.029, -0.092, -0.076, 0.077, 0.126, 0.139, 0.139, 0.123, 0.175, -0.571, 0.043, -0.123, -0.108, 0.067, 0.126, 0.130, 0.134, 0.134, 0.159, -0.581, 0.063, -0.109, -0.114, 0.053, 0.100, 0.135, 0.133, 0.129, 0.149, -0.596, 0.079, -0.116, -0.095, 0.019, 0.129, 0.097, 0.131, 0.134],
  "molar_mass_g_mol": 966.526,
  "homo_ev": -9.11,
  "e_tot_ha": -3676.0184,
  "e_lumo_ev": -0.433,
  "spin_multiplicity": 1,
  "smiles": "OB(O)c1cccc2nccnc12.O=C1OCCO1.O=C1OCCO1.O=C1OCCO1.O=C1OCCO1.O=C1OCCO1.O=C1OCCO1.O=C1OCCO1.O=C1OCCO1.O=C1OCCO1"
}


Record 2
{
  "formula": "C7H6INS",
  "method": "the ωB97M-V functional and the def2-TZVPD basis",
  "symbols": ["C", "C", "C", "C", "C", "C", "C", "N", "S", "I", "H", "H", "H", "H", "H", "H"],
  "positions_angstrom": [[0.394497, -1.132020, -1.998031], [1.460277, -1.441008, -1.203914], [-0.680679, -0.434554, -1.493892], [1.448938, -1.055867, 0.115330], [-0.615368, 0.255805, -0.227028], [0.531635, -0.052284, 0.554028], [-0.665107, 1.454970, 2.308223], [-1.614432, 0.865530, 0.408955], [0.912810, 0.926649, 1.941887], [-0.996798, 3.476276, 2.906943], [0.379444, -1.534376, -2.928106], [2.200605, -2.017141, -1.543426], [-1.661521, -0.216428, -1.963042], [2.318286, -1.477698, 0.665127], [-1.374491, 0.857325, 2.674398], [-2.038095, 1.524820, -0.217451]],
  "forces_ev_per_a": [[-1.38, 1.13, 1.65], [-2.30, 1.56, 2.09], [-1.04, 2.29, 0.67], [1.04, 0.94, 0.34], [1.80, -2.51, 0.34], [1.12, -1.91, -0.66], [1.35, 2.48, -2.99], [0.00, 1.01, 1.57], [-0.21, 0.34, 0.13], [0.26, -0.85, -0.21], [-0.36, -1.02, -2.82], [2.76, -2.23, -1.28], [0.95, -0.62, -0.42], [-0.90, 0.90, 0.31], [-2.45, -2.23, 1.41], [-0.64, 0.72, -0.12]],
  "nbo_charge": [-0.188, -0.246, -0.241, -0.184, 0.143, -0.275, -0.380, -0.624, 0.433, 0.187, 0.208, 0.204, 0.214, 0.223, 0.173, 0.353],
  "molar_mass_g_mol": 263.103,
  "homo_ev": [-7.84, -7.84],
  "de_lowest_kj_mol": 160.6,
  "e_tot_ha": -1020.8517,
  "e_lumo_ev": [-0.552, -0.552],
  "spin_multiplicity": 1
}